1.
{"formula": "C8H8NPS", "method": "ωB97M-V/def2-TZVPD", "elements": ["C", "C", "N", "C", "C", "C", "C", "C", "P", "C", "S", "H", "H", "H", "H", "H", "H", "H", "H"], "xyz": [[3.641, -1.070, 0.132], [2.158, -0.711, 0.003], [1.766, 0.495, 0.003], [0.458, 0.699, 0.040], [-0.136, 1.971, 0.141], [-1.499, 2.071, 0.058], [-2.298, 0.926, 0.085], [-1.792, -0.325, -0.077], [-2.689, -1.917, -0.009], [-0.322, -0.455, -0.076], [0.678, -1.855, -0.030], [4.081, -0.786, -0.818], [3.804, -0.447, 1.044], [3.694, -2.182, 0.157], [0.468, 2.762, 0.261], [-2.055, 3.089, 0.094], [-3.385, 1.189, 0.213], [-2.690, -2.082, -1.403], [-3.882, -1.373, 0.182]], "atomic_forces_ev_per_a": [[-2.64, -0.68, -0.07], [-1.39, -1.00, -0.32], [2.82, 0.53, 0.55], [-2.32, 0.15, -0.51], [-1.93, -2.67, -0.85], [-0.58, 2.02, 0.88], [-1.80, 1.12, -0.46], [2.54, -1.48, 0.79], [2.25, -0.60, 0.07], [-2.27, 0.88, 0.28], [1.44, 0.59, -0.22], [0.55, 0.54, 0.32], [1.24, -0.97, -0.80], [0.44, 0.88, 0.76], [2.06, 2.87, 0.22], [1.29, -1.82, 0.03], [1.00, -1.04, -0.36], [-0.45, -0.10, -0.22], [-2.24, 0.78, -0.07]], "lowdin_charge": [-0.05, -0.53, 0.06, -0.35, -0.01, -0.10, -0.15, -0.51, 0.84, -0.52, 0.98, 0.07, 0.10, 0.08, 0.07, 0.14, 0.12, -0.09, -0.15], "smiles": "Cc1nc2cccc(P)c2s1", "gap_ev": 9.29, "e_homo_ev": -8.5, "total_energy_ha": -1103.8988, "molar_mass_g_mol": 181.2, "charge": 0}

=====

2.
{"formula": "C8H8O", "method": "ωB97M-V/def2-TZVPD", "elements": ["C", "C", "C", "C", "C", "C", "C", "C", "H", "H", "H", "H", "H", "H", "H", "H", "O"], "xyz": [[-0.879, 2.665, -0.836], [-0.250, 1.237, -0.566], [-0.237, 0.920, 0.713], [0.130, -0.347, 1.215], [1.095, -0.455, 2.118], [-0.452, -1.495, 0.591], [0.040, 0.266, -1.522], [0.362, -0.506, -2.380], [0.127, 3.444, -1.074], [-1.534, 3.004, 0.137], [-1.528, 2.588, -1.888], [-0.350, 1.685, 1.622], [1.662, -1.403, 2.450], [1.706, 0.250, 2.676], [-1.794, -1.562, 0.251], [0.891, -1.033, -3.331], [0.246, -2.586, 0.395]], "atomic_forces_ev_per_a": [[1.15, 0.94, -1.86], [-2.52, 2.68, 1.05], [-0.20, 2.79, 3.38], [1.28, -0.24, 0.79], [2.69, -2.61, 1.67], [-0.29, -7.98, -2.22], [0.24, 0.06, -1.17], [2.08, -1.52, -3.56], [-3.31, -2.00, 0.77], [1.80, -0.71, -2.85], [1.58, 0.50, 3.03], [-0.11, -1.17, -2.56], [-1.94, 0.67, -1.03], [-0.93, 1.29, -0.59], [4.16, 0.64, 1.06], [-1.90, 1.35, 3.17], [-3.77, 5.31, 0.95]], "lowdin_charge": [-0.08, -0.34, -0.11, -0.36, 0.11, -0.20, -0.16, 0.13, 0.13, 0.11, 0.12, 0.17, 0.11, 0.07, 0.22, 0.12, -0.04], "gap_ev": 8.62, "e_homo_ev": -8.9, "total_energy_ha": -384.6179, "molar_mass_g_mol": 120.2, "charge": 0}

=====

3.
{"formula": "C8H8O", "method": "ωB97M-V/def2-TZVPD", "elements": ["C", "C", "C", "C", "C", "C", "C", "C", "H", "H", "H", "H", "H", "H", "H", "H", "O"], "xyz": [[-3.359, -0.173, 0.084], [-1.861, 0.204, -0.032], [-0.867, -0.729, -0.190], [0.617, -0.617, -0.193], [1.561, 0.341, -0.225], [1.643, 1.918, 0.058], [2.820, -0.286, -0.184], [3.919, -0.894, 0.041], [-4.028, 0.614, 0.756], [-3.548, 0.077, -1.057], [-3.287, -1.399, 0.584], [-1.733, 1.234, 0.230], [-0.957, -1.825, -0.519], [1.017, -1.730, -0.282], [2.717, 2.395, 0.152], [4.906, -1.512, 0.934], [0.441, 2.380, -0.158]], "atomic_forces_ev_per_a": [[0.87, -0.59, 0.24], [-0.13, -1.97, 1.66], [0.40, 0.12, -0.77], [-1.58, -1.68, -0.71], [2.09, 1.54, 1.33], [-6.24, -1.84, -3.24], [6.65, -2.95, 1.69], [-1.11, 0.53, 2.40], [1.98, -2.33, -1.68], [-0.98, -1.43, 2.11], [-1.16, 3.84, -2.12], [1.00, 0.42, -0.25], [-1.42, 1.71, 0.92], [-0.41, 2.71, 0.16], [-2.30, -0.44, 0.16], [-3.74, 2.36, -3.70], [6.08, 0.00, 1.81]], "lowdin_charge": [-0.14, -0.18, -0.11, -0.07, -0.24, -0.05, -0.24, 0.03, 0.11, 0.10, 0.16, 0.08, 0.12, 0.15, 0.15, 0.19, -0.05], "gap_ev": 7.59, "e_homo_ev": -8.3, "total_energy_ha": -384.5438, "molar_mass_g_mol": 120.2, "charge": 0}

=====

4.
{"formula": "C8H8O5", "method": "ωB97M-V/def2-TZVPD", "elements": ["C", "C", "C", "C", "C", "C", "C", "C", "O", "O", "O", "O", "O", "H", "H", "H", "H", "H", "H", "H", "H"], "xyz": [[0.300, -0.783, -0.466], [-0.045, -0.687, 1.650], [-1.115, -0.805, -2.137], [-0.125, -1.171, 3.006], [-2.204, -1.598, -1.584], [0.614, 0.671, -0.082], [2.134, 0.810, -0.255], [-0.142, 1.787, -0.572], [-2.625, -2.639, -1.217], [0.343, -0.640, 3.987], [-2.381, -0.296, -1.632], [0.235, 0.645, 1.409], [-0.248, -1.433, 0.615], [-0.674, -0.366, -2.963], [-0.490, -2.195, 3.124], [2.618, 1.766, -0.036], [2.322, 0.473, -1.319], [2.485, 0.059, 0.486], [-1.289, 1.772, -0.337], [0.008, 2.031, -1.648], [0.280, 2.600, -0.029]], "atomic_forces_ev_per_a": [[-2.72, 0.28, -3.13], [-0.05, 3.30, 3.16], [1.18, -1.33, 5.04], [0.47, -1.40, -0.62], [1.90, -1.39, -1.43], [0.91, -1.92, 2.15], [-0.27, -1.39, -0.07], [-3.32, 1.75, -1.61], [-0.58, 0.77, 0.07], [0.07, 1.24, 0.46], [-1.22, 1.23, 0.66], [0.59, -2.58, -1.20], [0.53, 0.18, -2.18], [0.55, 0.33, -1.68], [-0.44, -0.26, -0.46], [-0.51, 0.01, -0.09], [0.22, 0.35, 1.27], [0.54, 0.38, -0.80], [2.19, -0.24, -0.51], [-0.08, -0.42, 0.63], [0.04, 1.09, 0.38]], "lowdin_charge": [0.09, -0.28, 0.10, -0.21, -0.50, -0.52, 0.00, -0.04, 0.18, 0.06, 0.11, 0.06, 0.10, 0.09, 0.13, 0.09, 0.11, 0.10, 0.14, 0.11, 0.08], "gap_ev": [6.62, 8.21], "e_homo_ev": [-7.9, -8.8], "total_energy_ha": -685.5570, "molar_mass_g_mol": 184.1, "charge": 0}

=====

5.
{"formula": "C8H8OS2", "method": "ωB97M-V/def2-TZVPD", "elements": ["C", "C", "C", "C", "C", "C", "C", "C", "O", "S", "S", "H", "H", "H", "H", "H", "H", "H", "H"], "xyz": [[-2.973, 0.930, -0.580], [-3.181, 0.634, 0.685], [-0.142, -1.413, -0.096], [1.359, -1.450, -0.255], [2.161, 0.976, -0.476], [2.144, -0.329, 0.335], [1.171, 0.820, 0.644], [-0.798, -0.088, 0.156], [-0.862, -2.372, -0.269], [-1.453, 0.676, -1.240], [-1.913, -0.051, 1.598], [-3.781, 1.398, -1.164], [-4.223, 0.791, 1.247], [1.683, -2.465, 0.136], [1.479, -1.522, -1.390], [3.112, 1.486, -0.396], [1.877, 1.130, -1.496], [3.088, -0.567, 1.020], [1.253, 1.415, 1.542]], "atomic_forces_ev_per_a": [[-2.58, 1.09, -0.23], [-3.45, 0.43, 1.94], [-0.48, -0.68, -0.33], [0.52, -2.55, -1.12], [0.38, -0.45, 0.76], [0.31, 1.06, 0.73], [-0.54, -1.19, -0.44], [3.55, 1.59, 2.50], [0.54, 0.07, 0.19], [1.05, 0.06, -1.51], [1.25, -0.37, -0.56], [0.70, -0.31, 0.08], [2.58, -0.30, -1.44], [-0.33, 1.08, -0.51], [0.06, 0.03, 1.26], [-0.16, 0.63, 0.82], [-0.69, -0.79, -0.65], [-2.31, 0.55, -1.60], [-0.38, 0.04, 0.10]], "lowdin_charge": [-0.56, -0.56, -0.50, -0.12, -0.14, -0.28, -0.08, -0.71, 0.08, 0.98, 0.95, 0.09, 0.13, 0.14, 0.15, 0.09, 0.09, 0.17, 0.09], "gap_ev": 7.94, "e_homo_ev": -7.4, "total_energy_ha": -1181.0860, "molar_mass_g_mol": 184.3, "charge": 0}

=====

6.
{"formula": "C8H9AlBrI2MnO4S", "method": "ωB97M-V/def2-TZVPD", "elements": ["I", "I", "Mn", "Al", "S", "C", "C", "C", "C", "C", "C", "C", "C", "O", "O", "O", "O", "H", "H", "H", "H", "H", "H", "H", "H", "H", "Br"], "xyz": [[-2.160, 3.052, 0.518], [-3.728, 0.921, 0.330], [-0.634, -1.329, -0.098], [0.229, 1.143, -0.071], [-0.810, 0.212, -1.708], [2.230, 1.342, -0.155], [2.848, 1.238, 1.137], [0.168, 0.654, -3.519], [-0.954, 0.281, -4.475], [1.397, -0.189, -3.584], [0.481, 2.121, -3.575], [-1.756, -2.554, 0.634], [0.540, -2.434, -0.711], [3.272, 1.277, 2.231], [2.884, 1.433, -1.236], [-2.070, -3.473, 1.325], [1.429, -2.806, -1.402], [-0.608, 0.478, -5.503], [-1.846, 0.894, -4.249], [-1.196, -0.784, -4.356], [1.845, -0.118, -4.583], [1.193, -1.240, -3.393], [2.153, 0.119, -2.847], [0.799, 2.430, -4.581], [1.274, 2.440, -2.897], [-0.388, 2.739, -3.354], [0.167, -0.313, 1.835]], "atomic_forces_ev_per_a": [[-0.42, -0.48, 0.08], [-0.15, 0.94, 0.25], [-2.59, 3.30, -0.17], [0.00, 0.74, 0.14], [0.25, 0.43, -0.19], [0.90, 0.99, -5.37], [5.09, 0.37, 8.06], [0.69, 0.63, -2.82], [-0.39, -0.27, 0.98], [0.30, -0.75, 1.14], [-0.41, 0.80, 1.13], [-2.98, -9.42, 6.06], [8.17, -4.94, -6.51], [-2.79, -0.29, -6.69], [-2.01, -0.38, 4.66], [1.46, 6.26, -4.66], [-5.05, 1.61, 4.39], [-0.07, -0.05, 0.28], [0.35, -0.28, -0.45], [-0.05, 0.24, -0.39], [-0.20, 0.19, 0.03], [-0.09, -0.15, -0.34], [-0.16, 0.04, -0.50], [-0.04, -0.48, 0.01], [0.19, -0.18, -0.05], [-0.23, 0.04, -0.16], [0.23, 1.12, 1.10]], "mulliken_spin": [0.23, 0.75, 3.00, 0.04, 0.01, 0.00, 0.00, 0.01, 0.00, 0.00, 0.00, -0.11, -0.18, 0.00, 0.00, 0.05, 0.09, 0.00, 0.00, 0.00, 0.00, 0.00, 0.00, 0.00, 0.00, 0.00, 0.10], "multiplicity": 5, "gap_ev": [7.21, 5.28], "e_homo_ev": [-24.1, -24.1], "total_energy_ha": -5570.3181, "molar_mass_g_mol": 616.9, "s2": 6.0573, "charge": 4}

=====

7.
{"formula": "C8H9BrN3", "method": "ωB97M-V/def2-TZVPD", "elements": ["C", "N", "C", "N", "C", "Br", "C", "N", "C", "C", "C", "C", "H", "H", "H", "H", "H", "H", "H", "H", "H"], "xyz": [[-0.696, -1.718, -1.311], [-0.091, -1.124, 0.004], [-0.889, -1.652, 1.140], [1.257, -1.524, 0.110], [2.091, -0.414, -0.138], [3.878, -0.628, -0.108], [1.339, 0.775, -0.136], [1.735, 2.050, -0.059], [0.818, 2.908, 0.176], [-0.530, 2.523, 0.196], [-1.038, 1.240, 0.100], [-0.015, 0.325, -0.016], [-0.384, -1.205, -2.275], [-0.191, -2.708, -1.363], [-1.743, -1.735, -1.043], [-0.654, -1.027, 2.012], [-1.963, -1.629, 1.087], [-0.663, -2.673, 1.423], [1.174, 3.956, 0.136], [-1.357, 3.252, 0.163], [-2.076, 1.007, -0.099]], "atomic_forces_ev_per_a": [[1.63, -0.41, -0.17], [-0.38, 0.98, -1.33], [0.37, 0.34, 2.35], [4.41, 1.86, -1.29], [-2.90, -5.08, 1.65], [0.58, 0.01, -0.14], [-2.63, 0.51, 0.62], [2.05, -2.80, -0.39], [-1.50, 1.83, -0.63], [-2.59, 1.56, -0.11], [1.40, -0.17, -0.81], [0.68, 1.23, -0.14], [-0.55, 0.00, 1.62], [-0.91, 0.41, 0.17], [-0.25, -0.19, -0.88], [0.19, -0.23, -0.24], [-0.39, 0.50, -1.05], [0.66, -0.18, -0.58], [-0.76, -0.56, 0.46], [0.94, 0.23, 0.34], [-0.07, 0.16, 0.55]], "lowdin_charge": [0.09, -0.30, 0.02, 0.09, -0.67, 0.97, -0.24, 0.15, -0.10, -0.01, 0.03, -0.14, 0.14, 0.12, 0.09, 0.12, 0.10, 0.12, 0.14, 0.13, 0.14], "smiles": "C[N+]1(C)N=C(Br)c2ncccc21", "gap_ev": 8.76, "e_homo_ev": -13.6, "total_energy_ha": -3048.1783, "molar_mass_g_mol": 227.1, "charge": 1}

=====

8.
{"formula": "C8H9BrO2", "method": "ωB97M-V/def2-TZVPD", "elements": ["C", "O", "C", "Br", "C", "C", "C", "C", "C", "C", "O", "H", "H", "H", "H", "H", "H", "H", "H", "H"], "xyz": [[-2.336, 0.611, 0.237], [-1.336, 0.481, 1.327], [-0.069, -0.030, 1.100], [0.406, -1.179, 2.614], [0.935, 0.995, 1.087], [1.780, 1.378, 0.086], [1.871, 0.541, -1.135], [0.887, -0.557, -1.191], [-0.078, -0.817, -0.291], [-0.802, -2.116, -0.258], [-1.124, -2.728, 0.728], [-3.295, 0.900, 0.642], [-2.570, -0.323, -0.176], [-2.094, 1.292, -0.585], [1.151, 1.549, 2.023], [2.398, 2.263, 0.183], [1.888, 1.036, -2.072], [2.918, 0.032, -1.034], [0.867, -1.002, -2.105], [-1.398, -2.326, -1.179]], "atomic_forces_ev_per_a": [[0.99, 0.44, 0.90], [-2.00, 0.87, -0.30], [-0.99, -1.89, -2.87], [0.15, 0.01, 0.37], [3.39, 3.42, -0.10], [-2.01, -0.99, 0.84], [1.98, -1.18, 1.36], [-1.44, 1.45, 1.91], [2.43, -0.30, 2.65], [-2.60, 0.88, -0.66], [0.63, -0.16, -0.25], [0.20, 0.52, 0.79], [0.09, -1.61, -0.69], [0.51, 0.08, 0.42], [-0.92, -0.36, -0.43], [0.12, -0.26, 0.18], [0.08, 0.80, -0.87], [-1.46, 0.64, -0.49], [-0.01, -1.96, -2.35], [0.88, -0.40, -0.40]], "lowdin_charge": [-0.02, -0.16, -0.81, 0.84, -0.14, -0.06, -0.18, -0.02, -0.15, -0.26, 0.00, 0.09, 0.05, 0.10, 0.12, 0.11, 0.10, 0.17, 0.09, 0.13], "smiles": "CO[C@]1(Br)C=CCC=C1C=O", "gap_ev": 9.22, "e_homo_ev": -9.0, "total_energy_ha": -3034.6193, "molar_mass_g_mol": 217.1, "charge": 0}

=====

Which value of charge does entry 7 give? +1